Record 1
Below is 2 unconnected molecules or ions with the total composition C3H6N2O, with properties calculated with ωB97M-V/def2-TZVPD.

Output
SMILES string: N=C=NC=O.C
Gap between HOMO and LUMO: 11.1 eV
Energy: -302.62882 Ha
E_LUMO: 0.5 eV

Atoms and positions in Å:
C1 0.205 0.511 2.219
N1 -0.379 -0.799 -0.921
C2 0.557 -0.024 -1.114
N2 1.564 0.637 -1.254
C3 -1.232 -1.220 -1.963
O1 -2.320 -1.679 -1.763
H1 1.290 0.618 2.295
H2 -0.221 0.401 3.219
H3 -0.222 1.399 1.745
H4 -0.041 -0.370 1.622
H5 1.602 1.634 -1.109
H6 -0.803 -1.109 -2.977

Record 2
Below is a single C3H6N2O molecule, with properties calculated with ωB97M-V/def2-TZVPD.

Output
SMILES string: [H]/N=C(/C=O)NC
Gap between HOMO and LUMO: 10.0 eV
Energy: -302.63921 Ha
E_LUMO: 0.4 eV

Atoms and positions in Å:
C1 -0.734 1.474 -0.545
N1 -0.378 0.073 -0.582
C2 0.351 -0.512 0.427
N2 0.662 -0.027 1.567
C3 1.019 -1.842 0.136
O1 1.146 -2.327 -0.961
H1 -1.463 1.745 0.233
H2 -1.155 1.752 -1.514
H3 0.173 2.071 -0.396
H4 -1.000 -0.532 -1.089
H5 0.218 0.879 1.719
H6 1.435 -2.305 1.049

Record 3
Below is a single C3H6N2O molecule in a non-equilibrium geometry, with properties calculated with ωB97M-V/def2-TZVPD.

Output
SMILES string: C1=NNCCO1
Gap between HOMO and LUMO: 10.1 eV
Energy: -302.53698 Ha
E_LUMO: 0.9 eV

Atoms and positions in Å:
C1 0.918 0.733 0.388
C2 1.233 -0.631 -0.106
C3 -1.164 -0.657 0.035
H1 0.872 0.660 1.423
H2 1.846 1.268 0.105
H3 2.082 -1.062 0.590
H4 1.782 -0.687 -1.052
H5 -2.085 -1.166 0.593
H6 -0.177 2.052 -0.120
N1 -1.248 0.609 0.134
N2 -0.123 1.224 -0.481
O1 -0.081 -1.321 -0.127